Here is the molecule C5H9NO in a non-equilibrium geometry from OMol25. Energies are from wB97M-V/def2-TZVPD.

```
16
C5H9NO | OMol25 | wB97M-V/def2-TZVPD
O 1.28 -0.15 1.65
C 0.29 -0.80 1.49
C -0.73 -0.59 0.39
C -0.15 0.00 -0.92
C 0.40 1.38 -0.77
C 0.59 2.20 -1.79
N -1.46 -1.85 0.17
H 0.00 -1.63 2.16
H -1.43 0.18 0.71
H -0.95 -0.03 -1.65
H 0.55 -0.76 -1.30
H 0.70 1.71 0.22
H 0.89 3.22 -1.58
H 0.41 1.92 -2.81
H -2.45 -1.66 0.21
H -1.29 -2.18 -0.77
```

ΔE to the lowest compared entry with this formula, charge and spin in kJ/mol: 194.1
Spin multiplicity: 1
SMILES string: C=CC[C@@H](N)C=O
Net charge: 0
Highest occupied orbital energy in eV: -9.60
Energy in eV: -8867.2008

***

Here is the molecule C5H9NO from OMol25. Energies are from wB97M-V/def2-TZVPD.

```
16
C5H9NO | OMol25 | wB97M-V/def2-TZVPD
C 2.13 -0.06 0.03
C 0.67 0.21 0.38
C -0.27 -0.25 -0.73
O -0.21 -1.65 -0.93
C -1.72 0.07 -0.49
C -2.13 0.82 0.49
N -2.52 1.47 1.46
H 2.40 0.43 -0.92
H 2.81 0.32 0.80
H 2.33 -1.13 -0.08
H 0.53 1.28 0.57
H 0.41 -0.32 1.31
H 0.03 0.26 -1.66
H 0.65 -1.85 -1.31
H -2.66 0.79 2.21
H -2.47 -0.39 -1.13
```

ΔE to the lowest compared entry with this formula, charge and spin in kJ/mol: 207.5
Spin multiplicity: 1
SMILES string: CC[C@@H](O)C=C=N
Net charge: 0
Highest occupied orbital energy in eV: -9.07
Energy in eV: -8867.0622

***

Here is the molecule C5H9NO in a non-equilibrium geometry from OMol25. Energies are from wB97M-V/def2-TZVPD.

```
16
C5H9NO | OMol25 | wB97M-V/def2-TZVPD
C 0.69 0.85 1.13
C 0.33 0.05 -0.13
C -0.56 0.90 -1.06
C -0.38 -1.27 0.23
O -1.56 -1.03 0.96
C 1.57 -0.32 -0.84
N 2.54 -0.65 -1.38
H -0.22 1.12 1.67
H 1.34 0.27 1.80
H 1.23 1.77 0.86
H -0.13 1.89 -1.21
H -1.54 1.01 -0.59
H -0.68 0.42 -2.04
H -0.58 -1.83 -0.69
H 0.29 -1.88 0.85
H -2.32 -1.28 0.43
```

ΔE to the lowest compared entry with this formula, charge and spin in kJ/mol: 99.4
Spin multiplicity: 1
SMILES string: CC(C)(C#N)CO
Net charge: 0
Highest occupied orbital energy in eV: -10.83
Energy in eV: -8868.1827

***

Here is the molecule C5H9NO in a non-equilibrium geometry from OMol25. Energies are from wB97M-V/def2-TZVPD.

```
16
C5H9NO | OMol25 | wB97M-V/def2-TZVPD
C -1.02 -0.79 0.55
C -0.19 0.33 -0.04
C -0.37 0.17 -1.52
C 1.31 0.30 0.37
O 1.79 -1.02 0.31
C -0.88 1.40 0.72
N -1.33 2.27 1.36
H -0.79 -1.70 -0.32
H -0.79 -0.95 1.62
H -2.09 -0.59 0.40
H -1.40 0.33 -1.86
H -0.36 -1.13 -1.46
H 0.32 0.79 -2.14
H 1.88 0.96 -0.31
H 1.39 0.72 1.38
H 2.53 -1.10 0.93
```

ΔE to the lowest compared entry with this formula, charge and spin in kJ/mol: 316.9
Spin multiplicity: 1
SMILES string: CC(C)(C#N)CO
Net charge: 0
Highest occupied orbital energy in eV: -10.74
Energy in eV: -8865.9284